Record 1
A 2-piece molecular cluster, C4H12 overall at a distorted geometry, computed with ωB97M-V/def2-TZVPD.

Calculated values
net charge = -1
HOMO energy (spin up / spin down) = 1.54 / -7.40 eV
frontier orbital gap (spin up / spin down) = 2.8502 / 11.9014 eV
LUMO (spin up / spin down) = 4.4 / 4.5 eV
relative energy (zero: lowest compared OMol25 entry of this formula, charge and spin) = 0.784 eV
DFT total energy = -159.5013 Eh
multiplicity = 2

Last column: Mulliken spin population.
CARTESIAN COORDINATES (ANGSTROEM)
C (-0.11760, 2.65223, 0.26018)  1.128
C (-0.81634, 1.85913, 1.29494)  1.417
H (0.76202, 3.17159, 0.68634)  -0.330
H (0.32830, 2.14339, -0.68684)  -0.216
H (-0.72951, 3.41532, -0.21239)  -0.345
H (-0.16078, 0.98422, 1.54747)  -0.412
H (-1.21918, 2.42888, 2.19297)  -0.304
H (-1.70655, 1.35494, 0.96779)  -0.389
C (-0.17669, -2.11383, -0.38171)  0.928
C (1.08931, -2.36663, -1.17459)  1.215
H (-0.04588, -1.33626, 0.35503)  0.024
H (-1.15955, -1.89861, -1.02286)  -0.541
H (-0.51457, -3.02216, 0.13667)  -0.171
H (1.01048, -3.03074, -1.98082)  -0.248
H (1.87985, -2.92545, -0.51501)  -0.286
H (1.68330, -1.47057, -1.46122)  -0.470

=====

Record 2
A 2-piece molecular cluster, C4H12 overall at a distorted geometry, computed with ωB97M-V/def2-TZVPD.

Calculated values
net charge = -1
HOMO energy (spin up / spin down) = 1.55 / -7.67 eV
frontier orbital gap (spin up / spin down) = 2.7516 / 12.0528 eV
LUMO (spin up / spin down) = 4.3 / 4.4 eV
relative energy (zero: lowest compared OMol25 entry of this formula, charge and spin) = 0.263 eV
DFT total energy = -159.5205 Eh
multiplicity = 2

Last column: Mulliken spin population.
CARTESIAN COORDINATES (ANGSTROEM)
C (-1.83724, -1.87164, -0.38176)  0.967
C (-1.89203, -0.48928, 0.31014)  -0.979
H (-1.29694, -2.57297, 0.24570)  -0.242
H (-2.83326, -2.31771, -0.45904)  -0.074
H (-1.40710, -1.70248, -1.36736)  -0.432
H (-2.61337, 0.13448, -0.21927)  -0.234
H (-0.90143, -0.04989, 0.24671)  1.189
H (-2.14455, -0.59284, 1.36249)  -0.268
C (1.73077, 1.59380, -0.63255)  1.207
C (2.00317, 0.81886, 0.65422)  2.193
H (1.13186, 1.06503, -1.37411)  0.132
H (1.12908, 2.46557, -0.36440)  -0.369
H (2.65945, 1.84860, -1.07494)  -0.669
H (2.92880, 1.07822, 1.17026)  -1.122
H (2.09035, -0.24845, 0.44009)  -0.295
H (1.25245, 0.84068, 1.44382)  -0.002